[1]
Entry from the Open Molecules 2025 dataset: a structure of composition C3H4ErO4 (ωB97M-V/def2-TZVPD).

Geometry (Å):
O: -1.0440 -1.3758 0.1202
C: -0.0185 0.6846 -0.5414
O: -2.7895 -0.6978 1.1087
Er: -3.2491 -2.7461 -0.1220
O: -0.8836 -0.9721 2.3416
H: 4.8068 2.8457 -0.9374
O: 3.9033 2.6308 -0.6922
H: -0.8729 1.3152 -0.7898
H: 0.9659 1.1694 -0.5495
C: -1.5567 -0.8727 1.3443
C: -0.0558 -0.6571 -0.5646
H: 0.7941 -1.3241 -0.7178

Properties
Multiplicity: 5
Frontier orbital gap (alpha / beta): 5.959 / 4.532 eV
E: -38979.0539 eV
Molar mass: 271.32 g/mol

[2]
Entry from the Open Molecules 2025 dataset: the ion C3H7INO with charge +1 (ωB97M-V/def2-TZVPD).

Geometry (Å):
H: -2.3655 1.4231 -0.0043
H: 0.9686 -0.4930 1.1332
I: -1.5853 0.6159 -2.7009
H: 1.2094 -1.0502 -0.5331
C: 0.7486 1.0215 -0.3831
N: -0.8499 -0.8189 0.0790
C: -1.4714 1.1574 -0.6800
H: -1.3502 -0.8298 1.0250
H: 1.6620 1.6766 -0.0644
O: -0.4202 1.6527 -0.1533
C: 0.5771 -0.4486 0.2199
H: -1.2631 -1.4304 -0.5185
H: 0.9839 0.8931 -1.4643

Properties
Frontier orbital gap: 9.566 eV
E: -14853.2630 eV
Charge: +1
Molar mass: 200.00 g/mol

[3]
Entry from the Open Molecules 2025 dataset: the molecule C3H7N3 (ωB97M-V/def2-TZVPD).

Geometry (Å):
C: 0.0684 1.2311 0.0095
N: -0.5780 -0.0191 0.0882
H: -2.2635 0.9255 -0.5053
H: 1.6182 2.2496 -0.4823
H: -2.2402 -0.7959 -0.8094
H: 1.6878 -2.3520 -0.0881
C: -1.9622 -0.0944 0.0516
C: 1.3677 -1.3667 0.0860
H: -2.6163 -0.2305 1.0550
N: 0.0450 -1.3004 -0.1746
N: 1.3147 1.3307 0.0303
H: -0.5588 2.0537 -0.0249
H: 2.0576 -0.5488 0.3640

Properties
Frontier orbital gap: 9.641 eV
E: -7691.5013 eV
Molar mass: 85.11 g/mol